{"formula": "C5H11NO2", "method": "the ωB97M-V functional and the def2-TZVPD basis", "e_above_lowest_kj_mol": 85.4, "molar_mass_g_mol": 117.15, "smiles": "CNC(=O)CCCO", "spin_multiplicity": 1, "species": ["C", "C", "C", "O", "C", "N", "C", "O", "H", "H", "H", "H", "H", "H", "H", "H", "H", "H", "H"], "xyz": [[-0.733637, -0.527913, 0.216735], [-0.591017, 0.377620, -1.019826], [-0.191581, -0.384202, -2.300194], [-0.936161, -1.583936, -2.458685], [0.647687, -0.710763, 0.815917], [1.014170, 0.091801, 1.852966], [0.511999, 1.440118, 2.092998], [1.391427, -1.599157, 0.422989], [-1.038805, -1.528196, 0.002033], [-1.391058, -0.117891, 0.981742], [0.134307, 1.175743, -0.828836], [-1.520215, 0.915971, -1.178577], [0.869885, -0.608034, -2.289745], [-0.574818, 0.227213, -3.110716], [-0.559488, -2.289180, -1.926246], [1.923798, -0.137050, 2.223772], [0.538453, 2.048614, 1.189168], [-0.533669, 1.365871, 2.374778], [1.038724, 1.843372, 2.939726]], "forces_ev_per_angstrom": [[1.3, 0.9, 0.6], [-0.3, -0.2, 0.1], [-1.1, -0.1, 0.8], [-0.2, -0.2, -0.1], [0.0, -0.6, 0.2], [0.3, 0.3, 0.0], [-0.8, -1.0, -0.3], [-0.1, 0.0, -0.1], [-0.5, -0.5, -0.4], [-0.2, 0.1, -0.2], [0.1, -0.2, 0.0], [-0.3, -0.1, -0.2], [0.2, 0.3, -0.4], [0.8, 0.1, -0.4], [0.2, 0.1, 0.1], [0.1, 0.1, -0.2], [0.4, 0.3, 0.2], [-0.2, 0.2, 0.2], [0.3, 0.4, 0.0]]}

---

{"formula": "C29H41Cl12IN2O2S", "method": "the ωB97M-V functional and the def2-TZVPD basis", "molar_mass_g_mol": 1034.07, "smiles": "CC[C@@H](I)c1c([C@H](Cl)[C@@H](C)Cl)c(CCCCOC(C)=O)c2nsnc2c1/C(Cl)=C(/C)Cl.ClCCCl.ClCCCl.ClCCCl.ClCCCl", "spin_multiplicity": 1, "species": ["C", "C", "C", "I", "C", "C", "C", "Cl", "C", "C", "Cl", "C", "C", "C", "C", "C", "O", "C", "C", "O", "C", "N", "S", "N", "C", "C", "C", "Cl", "C", "C", "Cl", "H", "H", "H", "H", "H", "H", "H", "H", "H", "H", "H", "H", "H", "H", "H", "H", "H", "H", "H", "H", "H", "H", "H", "H", "H", "Cl", "C", "C", "Cl", "H", "H", "H", "H", "Cl", "C", "C", "Cl", "H", "H", "H", "H", "Cl", "C", "C", "Cl", "H", "H", "H", "H", "Cl", "C", "C", "Cl", "H", "H", "H", "H"], "xyz": [[-0.832011, 2.183161, 1.593001], [0.301794, 1.788305, 0.428450], [-0.517641, 1.085851, -0.850083], [-0.692076, 2.507842, -2.563956], [0.176669, -0.360083, -1.312737], [-0.592642, -1.832674, -1.108968], [-2.090259, -1.971126, -0.380560], [-2.025459, -3.086473, 1.146280], [-3.262505, -2.474807, -1.462796], [-4.402261, -3.337215, -0.656290], [-4.096318, -0.882901, -2.043255], [0.112192, -3.258973, -1.626457], [-0.584297, -4.739607, -1.507417], [0.381866, -5.766964, -0.608961], [-0.234100, -6.023121, 0.918904], [0.415919, -7.441124, 1.491264], [0.702801, -7.254898, 2.924599], [2.170979, -7.189586, 3.126602], [2.872784, -8.316148, 4.142051], [2.965268, -6.273198, 2.518536], [1.624597, -3.264749, -2.342580], [2.403424, -4.482517, -2.854822], [3.881063, -3.723122, -3.493595], [3.752997, -1.998746, -3.188222], [2.375359, -1.823237, -2.518809], [1.690098, -0.386040, -2.003328], [2.642180, 0.933825, -2.246634], [2.735307, 1.892629, -3.869834], [3.577489, 1.456243, -1.170435], [4.563357, 2.770252, -1.483670], [3.760328, 0.698771, 0.512240], [-0.381366, 2.811387, 2.472956], [-1.266966, 1.160969, 2.024732], [-1.739484, 2.702746, 1.046664], [0.966483, 0.956740, 0.910902], [0.865493, 2.768264, 0.128709], [-1.619196, 0.972162, -0.474130], [-2.492755, -0.946682, 0.034713], [-2.802482, -3.011687, -2.396838], [-4.788429, -2.804179, 0.326847], [-4.008500, -4.427767, -0.430697], [-5.324475, -3.445626, -1.392148], [-0.559828, -5.203214, -2.607430], [-1.689659, -4.746795, -1.130480], [0.559812, -6.805360, -1.168730], [1.463764, -5.324478, -0.435166], [-1.417086, -6.050490, 0.878549], [0.165809, -5.114676, 1.574034], [-0.418155, -8.274869, 1.305310], [1.391359, -7.665228, 0.887491], [3.728601, -8.846547, 3.534330], [2.034711, -9.107661, 4.441211], [3.256685, -7.759093, 5.112254], [5.164883, 2.559495, -2.482698], [5.390794, 2.800751, -0.624898], [3.974758, 3.783902, -1.495733], [-2.470374, 3.092081, 4.188553], [-1.951260, 4.726968, 4.667738], [-2.294673, 5.769472, 3.615300], [-1.321941, 5.576247, 2.135410], [-0.875904, 4.696483, 4.869323], [-2.466462, 4.960601, 5.604097], [-2.085708, 6.771148, 4.002329], [-3.351802, 5.726500, 3.334843], [-1.345640, 6.209726, 6.992196], [-0.826526, 7.844614, 7.471381], [-1.169939, 8.887118, 6.418944], [-0.197207, 8.693893, 4.939053], [0.248829, 7.814128, 7.672966], [-1.341729, 8.078246, 8.407740], [-0.960974, 9.888793, 6.805972], [-2.227068, 8.844146, 6.138487], [-2.888242, -2.678065, -4.947488], [-1.502052, -1.622082, -5.315362], [-0.280520, -2.412185, -5.758044], [0.422852, -3.364202, -4.426674], [-1.291112, -1.016962, -4.428068], [-1.820623, -0.950039, -6.117644], [0.499700, -1.727612, -6.103629], [-0.518837, -3.098125, -6.577018], [0.540786, 6.094932, -2.077478], [1.498230, 6.083188, -3.579182], [0.630121, 6.264144, -4.814501], [-0.408435, 4.849174, -5.119261], [2.061198, 5.145274, -3.615783], [2.214116, 6.907006, -3.504239], [1.262713, 6.388128, -5.698394], [-0.013190, 7.145626, -4.729846]], "forces_ev_per_angstrom": [[-0.1, -1.2, -1.0], [-1.2, -0.3, 0.8], [0.6, -1.0, 1.2], [0.1, -1.0, 1.1], [2.7, -2.0, -1.7], [2.7, -2.0, -1.3], [0.3, 1.0, -1.3], [0.2, 1.1, -1.4], [0.0, -0.4, 1.7], [-0.6, -0.2, -1.1], [0.9, -1.4, 0.3], [0.1, 2.8, 0.8], [1.3, -0.3, -0.8], [0.1, -0.1, 0.8], [1.0, 0.1, -0.8], [-1.3, 1.5, -1.6], [3.9, -0.9, -0.6], [3.4, 3.7, -2.3], [-1.5, 0.4, -0.4], [-5.6, -6.0, 3.7], [1.4, 0.7, 1.0], [-0.2, 6.7, 1.4], [-3.2, 1.9, 1.9], [-5.6, -2.4, 2.2], [0.9, -1.5, -0.2], [-1.7, -1.2, 0.2], [2.1, 0.5, 4.3], [-0.3, -1.7, 2.3], [-1.9, -0.1, -3.9], [0.7, -1.3, 0.9], [-0.4, 0.9, -2.7], [-1.0, -1.2, -2.0], [1.0, 2.2, -0.8], [1.9, -0.7, 1.4], [-0.9, 1.8, -1.2], [-0.8, -2.2, 0.4], [2.1, -0.2, -1.0], [1.2, -2.1, -0.8], [-1.0, 1.2, 1.9], [1.1, -1.1, -2.1], [-0.7, 2.4, -0.3], [1.9, 0.2, 1.5], [-0.2, 1.2, 2.3], [2.3, 0.3, -0.6], [-0.7, 2.3, 1.1], [-2.3, -0.8, -0.6], [2.5, 0.0, 0.3], [-1.1, -2.1, -1.2], [2.1, 1.6, 0.8], [-1.9, 0.3, 1.2], [-1.7, 1.3, 1.3], [1.9, 1.8, -0.6], [-0.7, -1.2, -2.2], [-1.6, 0.6, 2.0], [-2.0, 0.0, -1.8], [1.0, -2.1, -0.1], [-0.2, -0.1, 0.1], [-0.1, 0.0, -0.2], [-0.2, 0.1, 0.3], [0.0, 0.1, 0.0], [-0.3, 0.0, -0.2], [-0.1, -0.3, -0.7], [0.1, -0.2, 0.0], [0.3, -0.1, 0.0], [0.4, 0.7, 0.7], [0.1, 0.3, 0.3], [-0.1, 0.0, 0.3], [0.0, -0.1, 0.0], [-0.2, 0.0, -0.2], [0.0, 0.0, -0.2], [0.0, -0.2, 0.0], [0.2, -0.1, 0.0], [0.0, -0.1, -0.1], [0.3, 0.3, -0.1], [-0.3, 0.0, -0.4], [-1.0, 0.3, -2.2], [0.0, -0.2, -0.1], [0.1, -0.2, 0.1], [-0.1, 0.0, 0.1], [0.0, 0.1, 0.2], [0.0, 0.0, 0.0], [0.2, 0.0, -0.2], [0.2, 0.3, 0.1], [-0.1, 0.0, -0.1], [-0.2, 0.1, 0.0], [-0.2, -0.1, -0.1], [0.0, -0.1, 0.2], [0.1, -0.3, 0.1]]}

---

Number 1: Kohn-Sham gap 10.4 eV. Number 2: Kohn-Sham gap 6.5 eV.